C36H90N6O16SSn | the ωB97M-V functional and the def2-TZVPD basis

```
150
Properties=species:S:1:pos:R:3:forces:R:3
Sn -1.13985 -3.58706 0.50965 1.0 2.5 -1.2
S -0.47907 -0.51137 -0.71709 2.4 2.3 -0.4
O 0.40072 -1.27696 0.21250 -0.5 -2.5 1.2
O -1.82974 -1.05326 -0.61645 -1.9 -1.6 0.8
O -0.32715 0.88820 -0.38376 -1.0 -0.2 0.1
O 0.03473 -0.76250 -2.09177 0.1 -0.4 0.5
C 5.89800 1.21522 -3.41763 0.1 -0.4 0.7
O 4.77228 0.79677 -2.67293 -0.3 -0.4 -0.3
C 5.06524 -0.32249 -1.85383 0.0 -0.3 0.1
C 3.80012 -0.99564 -1.33984 -0.5 1.4 0.5
N 2.99194 -0.12726 -0.47150 -0.3 0.2 -0.2
C 3.55861 0.38361 0.78551 -0.6 -1.3 -1.2
C 2.57105 1.29820 1.50234 1.4 0.5 -0.1
O 2.30710 2.40583 0.67447 0.0 -0.9 0.6
C 1.28561 3.22085 1.18346 0.3 0.6 -1.0
H 6.63373 1.54643 -2.67804 0.4 0.4 -0.4
H 5.62782 1.98236 -4.13950 -0.2 0.2 0.4
H 6.34452 0.40137 -4.00079 0.0 -0.2 0.1
H 5.71381 -0.04983 -1.01385 0.1 0.2 0.0
H 5.61720 -1.07097 -2.43397 0.1 -0.1 -0.1
H 4.01438 -1.94829 -0.84004 0.7 -0.1 -0.1
H 3.19991 -1.19869 -2.23024 -0.2 -0.1 0.1
H 2.12429 -0.60315 -0.21274 0.2 0.3 -0.5
H 4.49714 0.87922 0.54042 0.0 0.1 0.4
H 3.70157 -0.52160 1.39423 0.8 0.4 0.7
H 3.09139 1.65655 2.40276 0.0 0.0 0.2
H 1.71227 0.74420 1.89643 -0.5 0.1 -0.6
H 0.35767 2.64335 1.17586 -0.1 0.3 0.5
H 1.21741 4.03948 0.46364 -0.3 -0.1 -0.1
H 1.57917 3.71937 2.11588 -0.2 -0.5 0.4
C 2.92849 0.49332 -5.90589 -0.5 1.2 1.1
O 1.69415 0.82518 -5.26653 -0.2 -0.7 -0.8
C 0.71562 -0.19479 -5.29812 -0.2 0.0 1.0
C -0.67303 0.44071 -5.08557 0.6 -0.7 -0.4
N -0.94873 0.97557 -3.77281 0.3 -0.2 0.4
C -2.37532 1.18009 -3.44755 1.3 0.4 -0.7
C -3.08616 1.94321 -4.53394 -0.7 -0.2 -0.2
O -4.41159 2.25456 -4.04925 0.7 0.2 -0.3
C -4.74411 3.60047 -4.20852 -1.1 0.5 -0.8
H 3.34205 1.49291 -6.04730 0.6 -0.2 0.0
H 2.89320 0.03790 -6.89874 -0.5 -0.4 0.1
H 3.50592 -0.07960 -5.17898 0.4 -0.2 -0.3
H 0.84566 -0.97801 -4.53695 0.5 0.2 0.4
H 0.79375 -0.75726 -6.23489 -0.4 0.3 -0.4
H -1.35838 -0.40699 -5.25853 -0.4 0.2 -0.9
H -0.61759 1.20397 -5.86790 -1.1 0.1 -0.1
H -0.59645 0.25364 -3.09721 -0.2 1.4 -0.8
H -2.40982 1.83199 -2.57435 0.0 -0.4 0.3
H -2.87121 0.22129 -3.25514 -0.4 0.0 0.1
H -3.17307 1.36184 -5.45646 -0.2 -0.1 0.0
H -2.54394 2.84374 -4.83138 0.1 0.2 0.4
H -4.03718 4.32502 -3.79619 0.1 -0.2 0.5
H -5.76330 3.74661 -3.84393 0.2 0.0 0.7
H -4.89549 3.92477 -5.24916 0.5 -0.4 -0.4
C -1.90545 0.52581 2.31278 0.6 -0.9 -0.3
O -2.47972 0.38579 3.61292 -0.2 1.2 -0.3
C -2.51518 1.66591 4.23841 0.1 0.1 1.1
C -2.65488 1.46200 5.74234 0.1 -0.5 -0.1
N -1.40081 1.01793 6.34806 0.0 -0.4 -0.6
C -1.60469 0.53564 7.69701 0.3 -0.3 0.1
C -0.48385 -0.40499 8.12340 -0.5 0.6 0.6
O -0.47242 -1.57679 7.33313 0.0 0.0 0.0
C 0.61001 -2.40959 7.66282 1.4 0.4 -0.4
H -2.24003 1.32050 1.64469 -0.4 0.3 0.6
H -2.12889 -0.39660 1.77739 0.3 0.1 -0.1
H -0.82613 0.62728 2.44637 0.1 0.1 -0.4
H -3.33116 2.25768 3.81889 -0.1 0.0 0.1
H -1.58354 2.22396 4.10332 0.1 -0.1 -0.4
H -3.41783 0.68651 5.89023 -0.3 0.1 0.1
H -2.95040 2.36584 6.27776 -0.2 0.1 -0.3
H -1.00958 0.26331 5.79332 -0.1 0.0 -0.1
H -2.55105 0.00092 7.85111 -0.2 0.1 -0.2
H -1.60039 1.42934 8.32648 -0.1 -0.3 0.4
H -0.64157 -0.71652 9.16061 0.0 0.2 0.2
H 0.43420 0.19141 8.09149 0.4 -0.5 -0.3
H 0.73639 -2.64408 8.72348 -0.7 -0.1 0.1
H 1.55146 -1.90005 7.41749 0.0 0.1 -0.1
H 0.63382 -3.31046 7.05218 -0.6 -0.1 0.1
C 1.90553 -5.90745 -0.34398 0.5 0.6 -1.0
O 1.57647 -4.52944 -0.15938 -1.1 -0.6 0.0
C 2.09179 -3.70046 -1.19948 0.5 0.4 0.0
C 1.31702 -3.74204 -2.48846 -1.0 0.2 0.0
N -0.05452 -3.30762 -2.27644 -1.1 -2.2 1.3
C -1.00047 -3.71504 -3.29819 -0.4 1.0 -1.0
C -2.37657 -3.15299 -3.02977 -0.4 -0.4 0.5
O -2.93390 -3.77280 -1.84949 0.4 0.5 0.4
C -4.17058 -3.17546 -1.51224 -0.7 0.7 -0.5
H 2.99538 -5.88504 -0.42667 0.1 -0.8 0.4
H 1.54095 -6.30344 -1.29642 -0.2 0.1 0.0
H 1.50779 -6.55683 0.43106 0.2 0.4 0.4
H 3.11865 -4.00169 -1.43355 0.1 0.0 0.2
H 2.09829 -2.69178 -0.78848 -0.2 -0.1 -0.1
H 1.34621 -4.76728 -2.86331 -0.1 0.1 -0.3
H 1.71656 -3.03821 -3.22526 0.8 -0.3 0.0
H -0.08312 -2.28608 -2.15815 0.2 0.3 -0.4
H -0.99599 -4.77501 -3.55430 0.0 -0.2 0.5
H -0.79936 -3.20256 -4.25235 0.5 -0.1 -0.2
H -3.10631 -3.29369 -3.83266 0.3 -0.5 -0.3
H -2.30615 -2.06278 -2.97858 0.1 0.0 0.8
H -4.62742 -3.62438 -0.63296 0.4 -0.2 0.0
H -4.88385 -3.25439 -2.34035 0.0 -0.3 -0.1
H -4.07080 -2.09614 -1.36460 0.3 0.0 0.3
C 2.04259 -2.57657 2.18200 1.2 0.4 -0.6
O 0.79118 -2.95278 2.74326 0.9 -0.5 -0.7
C 0.37010 -2.08026 3.75244 -0.9 0.4 0.6
C -0.94098 -2.63502 4.31568 0.1 0.9 0.0
N -2.00553 -2.47622 3.32241 0.1 -0.8 -0.3
C -3.30511 -2.96268 3.78144 -0.6 0.3 -0.3
C -4.22696 -2.94774 2.55716 0.7 -0.7 0.4
O -3.83287 -4.07446 1.72957 -0.6 0.0 0.0
C -4.73298 -5.17770 1.88685 0.7 -0.3 -0.4
H 2.94122 -2.77851 2.77622 -0.5 0.2 1.1
H 2.04339 -1.52733 1.88319 -0.2 -0.1 0.2
H 2.33862 -3.14548 1.30121 -1.1 -0.1 -0.1
H 0.20395 -1.05603 3.39122 -0.3 -0.2 -0.6
H 1.10073 -1.86829 4.54139 0.3 -0.9 0.1
H -1.18687 -2.03916 5.20086 0.0 -0.2 0.2
H -0.88038 -3.68167 4.61446 0.3 -0.1 -0.1
H -2.18831 -1.47830 3.27032 0.4 -0.1 -0.2
H -3.64512 -2.29378 4.57995 -0.4 0.0 0.0
H -3.33390 -3.97798 4.18123 0.6 -0.1 0.0
H -4.03815 -2.03483 1.99252 -0.3 0.0 -0.1
H -5.27518 -3.06403 2.83015 -0.1 0.2 -0.1
H -4.71707 -5.57953 2.90145 -0.2 0.3 0.2
H -4.39387 -6.00560 1.26290 0.2 0.2 -0.2
H -5.73717 -4.93449 1.53900 -0.1 0.2 0.3
C -2.04455 3.55879 -0.39613 -0.2 -0.9 -0.3
O -1.18453 3.84887 -1.45982 0.7 0.6 0.0
C -1.11375 5.22132 -1.74816 -0.1 0.7 -1.4
C -0.11382 5.51688 -2.90225 0.1 -1.6 0.2
N 1.23481 5.10158 -2.55786 -0.2 0.4 1.2
C 1.93970 6.10978 -1.76810 0.4 -0.5 -0.1
C 3.37941 5.66046 -1.45994 -1.6 1.1 -0.7
O 3.37961 4.38771 -0.88931 1.1 0.0 -0.7
C 4.71708 3.91870 -0.90454 0.4 0.1 -0.2
H -3.08470 3.81016 -0.63672 0.0 0.6 0.2
H -1.68673 3.98289 0.54630 -0.2 0.2 0.1
H -2.05224 2.47106 -0.30530 0.3 0.0 0.1
H -0.87113 5.91734 -0.93731 0.2 -0.6 0.7
H -2.11349 5.53131 -2.08008 -0.1 0.3 -0.1
H -0.14070 6.56620 -3.22025 -0.4 0.2 0.2
H -0.38617 4.88378 -3.74910 -0.3 0.1 -0.1
H 1.77757 4.80297 -3.35410 0.0 0.0 0.0
H 1.44962 6.35267 -0.82357 -0.5 -0.2 -0.2
H 1.98690 7.00700 -2.39984 0.2 0.5 0.5
H 3.88168 6.39327 -0.81832 0.0 0.1 0.1
H 3.79067 5.79108 -2.47112 1.0 -0.9 0.1
H 5.35682 4.55203 -0.27947 -0.1 -0.2 0.4
H 5.18270 4.00733 -1.89302 -0.3 0.0 -0.3
H 4.79463 2.86505 -0.64850 -0.4 0.1 0.4
```
Forces are in eV/Å.

Computed properties:
Kohn-Sham gap	0.2169	Eh
total charge	0
LUMO level	-0.03406	hartree
highest occupied orbital energy	-6.829	eV
ΔE to the lowest compared entry with this formula, charge and spin	0.0000	eV